Here is an isolated molecule of C18H19N3O4 in a non-equilibrium geometry from the OMol25 dataset. Energies are from ωB97M-V/def2-TZVPD.

Summary:
HOMO level: -0.3139 Eh
Electronic energy: -31633.4997 eV
SMILES: CCCCC(=O)Nc1cccc(NC(=O)c2cccc([N+](=O)[O-])c2)c1
Maximum force: 1.242 eV/A
Gap between HOMO and LUMO: 7.85 eV

Positions of all 44 atoms, in Å:
C1 0.718 3.644 3.062
C2 1.932 4.556 2.926
C3 2.741 4.300 1.655
C4 3.369 2.905 1.614
C5 2.379 1.860 1.123
O1 1.596 2.075 0.225
N1 2.495 0.661 1.769
C6 1.778 -0.521 1.561
C7 0.810 -0.644 0.575
C8 0.124 -1.844 0.413
C9 0.403 -2.929 1.237
C10 1.371 -2.797 2.217
C11 2.058 -1.611 2.386
H1 2.812 -1.524 3.155
H2 1.593 -3.637 2.858
H3 -0.130 -3.855 1.111
N2 -0.827 -1.890 -0.613
C12 -1.691 -2.891 -0.926
O2 -1.798 -3.940 -0.326
C13 -2.562 -2.592 -2.113
C14 -2.137 -1.830 -3.192
C15 -2.996 -1.644 -4.267
C16 -4.271 -2.196 -4.287
C17 -4.683 -2.964 -3.213
C18 -3.832 -3.167 -2.140
H4 -4.131 -3.780 -1.303
H5 -5.666 -3.409 -3.215
H6 -4.907 -2.024 -5.141
N3 -2.547 -0.858 -5.394
O3 -1.438 -0.373 -5.332
O4 -3.307 -0.730 -6.328
H7 -1.147 -1.400 -3.246
H8 -0.891 -1.034 -1.149
H9 0.595 0.199 -0.062
H10 3.187 0.599 2.503
H11 4.193 2.905 0.895
H12 3.773 2.640 2.593
H13 3.532 5.050 1.588
H14 2.095 4.407 0.782
H15 1.593 5.594 2.911
H16 2.579 4.436 3.800
H17 1.016 2.608 3.208
H18 0.113 3.945 3.914
H19 0.105 3.696 2.166